A molecular structure, C32H30BrCl2I2NO2RuS2, computed with ωB97M-V/def2-TZVPD.

Each line ends with the Löwdin charge.
CARTESIAN COORDINATES (ANGSTROEM)
1 Ru -0.244 0.259 0.494  0.89
2 I 0.098 3.243 0.896  1.17
3 C -0.361 2.413 2.813  -0.67
4 C -0.559 3.195 3.934  -0.06
5 C -0.852 2.534 5.120  0.01
6 C -0.910 1.148 5.128  0.01
7 C -0.690 0.464 3.943  -0.12
8 N -0.424 1.093 2.805  -0.06
9 H -0.507 4.271 3.886  0.12
10 H -1.023 3.098 6.026  0.14
11 H -1.129 0.603 6.031  0.13
12 H -0.724 -0.616 3.904  0.09
13 C -5.153 -1.477 -5.749  -0.03
14 C -4.611 -0.639 -4.661  -0.24
15 C -4.365 0.729 -4.872  0.00
16 C -3.839 1.513 -3.868  -0.07
17 C -3.573 0.938 -2.627  -0.42
18 C -3.785 -0.416 -2.397  -0.08
19 C -4.320 -1.192 -3.404  -0.01
20 S -2.989 2.014 -1.293  0.88
21 C -4.626 2.392 -0.585  -0.17
22 O -2.373 1.077 -0.285  -0.80
23 H -4.523 -1.433 -6.640  0.10
24 H -6.124 -1.088 -6.065  0.10
25 H -5.268 -2.514 -5.448  0.09
26 H -4.606 1.167 -5.827  0.13
27 H -3.662 2.565 -4.030  0.12
28 H -3.563 -0.836 -1.427  0.07
29 H -4.534 -2.234 -3.218  0.12
30 H -5.087 1.478 -0.224  0.07
31 H -5.237 2.855 -1.354  0.08
32 H -4.468 3.084 0.237  0.06
33 Cl 0.265 -1.184 -1.745  0.57
34 C 0.076 -0.063 -3.098  -0.84
35 Cl -0.175 1.549 -2.397  0.57
36 H -0.809 -0.346 -3.666  0.05
37 H 0.978 -0.070 -3.710  0.06
38 O 2.098 0.385 0.942  -0.79
39 S 3.407 1.002 1.325  1.04
40 C 3.844 2.060 -0.074  -0.38
41 C 3.071 1.974 -1.218  -0.14
42 C 3.410 2.749 -2.312  -0.06
43 C 4.490 3.618 -2.234  -0.04
44 C 5.254 3.697 -1.079  -0.03
45 C 4.922 2.922 0.021  -0.06
46 C 4.633 -0.311 1.078  -0.37
47 C 4.366 -1.357 0.211  -0.10
48 C 5.363 -2.291 -0.016  -0.05
49 C 6.576 -2.193 0.653  -0.03
50 C 6.824 -1.140 1.523  -0.03
51 C 5.836 -0.198 1.756  -0.07
52 H 2.226 1.299 -1.234  0.03
53 H 2.834 2.685 -3.224  0.11
54 H 4.725 4.258 -3.070  0.12
55 H 6.095 4.370 -1.031  0.13
56 H 5.489 3.003 0.933  0.12
57 H 3.406 -1.430 -0.281  0.08
58 H 5.190 -3.091 -0.721  0.12
59 H 7.320 -2.963 0.517  0.12
60 H 7.775 -1.056 2.024  0.12
61 H 6.009 0.607 2.453  0.12
62 Br -2.544 -1.344 1.446  0.85
63 C -2.107 -2.931 2.441  -0.66
64 C -3.131 -3.608 3.088  -0.09
65 C -2.864 -4.798 3.743  -0.02
66 C -1.577 -5.313 3.754  -0.02
67 C -0.545 -4.618 3.144  -0.12
68 C -0.810 -3.424 2.489  -0.64
69 I 0.824 -2.361 1.607  1.21
70 H -4.131 -3.207 3.071  0.12
71 H -3.668 -5.319 4.239  0.13
72 H -1.374 -6.252 4.244  0.13
73 H 0.463 -5.000 3.170  0.11

As for the spin multiplicity: 2. The total charge is +3. As for the expectation value of S²: 1.2420. As for the highest occupied orbital energy (spin up / spin down): -15.81 / -15.82 eV. The largest force on an atom comes out at 3.63 eV Å⁻¹.